# 1
Below is a structure of composition C11H16AlF9O11S3, with properties calculated with ωB97M-V/def2-TZVPD.

ORCA input file:
```
! wB97M-V def2-TZVPD RIJCOSX def2/J DEFGRID3
* xyz 0 1
S -4.74707 -1.58653 -1.69428
S -1.65146 0.60500 4.81423
S 6.12231 -0.10449 -4.53007
Al 1.11474 0.37646 -0.86961
F -6.39767 -3.11549 -0.30948
F 7.42127 -0.07045 -6.83953
F -7.33924 -1.26843 -1.00542
F -6.00800 -1.27347 0.72790
F -3.91389 0.58644 6.37070
F 5.50606 -1.02010 -7.01383
F -4.04952 1.97867 4.56296
F -2.80906 2.48288 6.26724
F 7.18837 -2.08939 -6.07782
O 5.05830 0.84408 -4.74702
O -0.92609 -0.18568 5.81652
O 5.59420 -1.08618 -3.55663
O -4.28682 -0.18323 -1.61162
O -5.20960 -2.08848 -2.99519
O -1.13645 5.55476 -0.52553
O -0.84275 1.67271 4.21162
O 2.50403 -4.77185 1.05738
O -3.61776 -2.37612 -1.20118
O 7.32583 0.53733 -4.01238
O -2.06309 -0.12190 3.62233
C -3.26473 1.44646 5.53063
C -1.84212 7.56177 -1.51531
C -0.61447 6.69719 -1.11327
C -2.87548 7.18925 -0.48860
C 3.76840 -5.46585 0.88202
C 1.58349 -5.58859 1.78594
C 6.57119 -0.90139 -6.22413
C -2.36721 5.89426 0.12050
C -6.23731 -1.81533 -0.48307
C 2.16185 -6.94030 1.87262
C 3.62794 -6.60313 1.85674
H 3.90195 -5.79044 -0.14992
H 0.64406 -5.72345 1.24987
H 3.91662 -6.37468 2.88269
H 4.64152 -4.86754 1.14240
H 1.94383 -7.40583 2.83380
H 4.31329 -7.41244 1.60491
H 1.50169 -5.23636 2.81421
H -3.08381 5.09457 -0.06676
H -3.84197 7.04936 -0.97277
H -2.20222 7.18401 -2.47225
H -3.06269 7.93721 0.28186
H 0.08409 7.24787 -0.48330
H -2.31280 6.08407 1.19247
H -0.01499 6.44930 -1.98922
H -1.63519 8.62470 -1.63965
H 1.85854 -7.63148 1.08625
*
```

Summary:
HOMO-LUMO gap ... 1.31 eV
ΔE to the lowest compared entry with this formula, charge and spin ... 169.0 kcal/mol
Maximum force ... 2.80 eV Å⁻¹
LUMO ... -0.291 Ha

These are the natural (NBO) partial charges, in e, on atoms 1 to 6: 2.21, 2.21, 2.23, 1.00, -0.30, -0.31

=====

# 2
Below is a structure of composition C11H16AuClO2Tl, with properties calculated with ωB97M-V/def2-TZVPD.

ORCA input file:
```
! wB97M-V def2-TZVPD RIJCOSX def2/J DEFGRID3
* xyz -1 3
Tl 0.85938 -1.33088 -5.02232
Au -0.91772 0.64157 -0.38374
Cl 0.94476 -3.02855 -3.24950
O 0.34655 -0.09460 1.04065
O -0.68391 1.77825 1.72675
C 1.40049 -0.63258 3.54204
C -1.34693 -1.00744 -5.35283
C -1.83531 1.43101 -1.84119
C 1.61448 0.64283 -4.23200
C 0.05602 0.78332 1.96178
C 0.24339 1.32906 4.40466
C 0.75547 1.09831 5.68092
C -1.81173 -1.12703 -1.14341
C 0.58706 0.48665 3.33384
C 1.92139 -0.86136 4.82764
C 1.58180 -0.01792 5.89686
H -2.81377 1.06095 -2.15120
H 1.98551 -0.20755 6.89426
H -1.19948 -1.54929 -1.94028
H 0.50996 1.76527 6.50539
H -1.75182 -1.79164 -0.27038
H 2.60227 0.53410 -3.74473
H 0.89423 0.97233 -3.45067
H -2.83011 -0.91146 -1.44862
H -0.40094 2.18035 4.21945
H 1.64612 -1.30316 2.70501
H 2.56662 -1.72785 4.99282
H -1.74699 -0.60091 -4.39816
H 1.57911 1.36933 -5.06730
H -1.49245 2.35139 -2.32582
H -1.82747 -1.98297 -5.55666
H -1.43598 -0.24948 -6.15324
*
```

Summary:
Expectation value of S² ... 2.01
HOMO-LUMO gap (spin up / spin down) ... 4.17 / 6.06 eV
ΔE to the lowest compared entry with this formula, charge and spin ... 16.0 kcal/mol
Maximum force ... 2.30 eV Å⁻¹
LUMO (spin up / spin down) ... 0.072 / 0.073 Ha

These are the Mulliken partial charges, in e, on atoms 1 to 6: 0.37, 0.62, -0.64, -0.65, -0.73, -0.35

=====

# 3
Below is a structure of composition C11H16BF2N2O4S2, with properties calculated with ωB97M-V/def2-TZVPD.

ORCA input file:
```
! wB97M-V def2-TZVPD RIJCOSX def2/J DEFGRID3
* xyz -1 1
S -1.07533 -1.25817 -4.49088
S 0.83986 -3.10174 -4.12154
F -1.67147 -2.30947 -5.53571
F 2.41124 -2.94660 -4.32115
O -1.78320 -1.54782 -3.28402
O 0.70502 -3.44939 -2.74148
O 0.46548 -4.07252 -5.09910
O -1.32041 -0.00310 -5.12623
N -1.41842 1.14162 5.28899
N 0.45924 -1.60464 -4.48353
C -0.01493 0.20459 0.33918
C -1.74173 0.53067 3.98986
C -0.76725 -0.19199 1.58791
C 1.10425 -0.48055 -0.14420
C -0.47409 1.31012 -0.37986
C 0.28528 1.99266 2.78812
C 1.27596 1.10344 -1.98845
C 1.69076 -1.72301 0.48158
C 1.73111 0.00009 -1.29298
C 0.13857 1.75812 -1.53233
C -0.05519 3.24159 2.44156
B -0.72982 0.81079 2.80739
H 1.14698 -2.08775 1.34874
H 2.74260 -1.56522 0.72874
H -0.27339 2.61097 -2.05797
H -0.51513 1.58930 5.28965
H -0.37161 -1.12722 2.00182
H -1.77923 -0.55985 4.11427
H -1.81189 -0.41918 1.34016
H -1.03430 3.66272 2.65509
H -2.73252 0.86243 3.65828
H 1.80344 1.41504 -2.88080
H 2.60921 -0.52014 -1.66211
H -2.12782 1.77217 5.62348
H -1.36274 1.82413 -0.02412
H 0.65602 3.86970 1.91111
H 1.66647 -2.52141 -0.26663
H 1.32899 1.78961 3.03717
*
```

Summary:
HOMO-LUMO gap ... 8.49 eV
Maximum force ... 1.28 eV Å⁻¹
LUMO ... 0.086 Ha

These are the natural (NBO) partial charges, in e, on atoms 1 to 6: 2.52, 2.51, -0.51, -0.51, -0.94, -0.94

=====

# 4
Below is an isolated molecule of C11H16Cl2Si, with properties calculated with ωB97M-V/def2-TZVPD.

ORCA input file:
```
! wB97M-V def2-TZVPD RIJCOSX def2/J DEFGRID3
* xyz 0 1
Cl -1.54049 0.74259 2.59318
Cl -2.47894 -2.01017 -3.87184
Si 0.42552 0.05593 2.52809
C -1.36517 0.22462 -2.89204
C -2.39682 -0.20846 -3.88602
C 0.75029 0.09739 4.41899
C -1.63219 0.43722 -1.55262
C 0.21998 -1.63180 1.75313
C 0.64617 0.43700 -0.90577
C 0.95206 0.03573 -2.20287
C -0.69784 0.55070 -0.60471
C -0.03111 -0.01034 -3.17434
C 1.47400 1.19021 1.46450
C 1.70049 0.54710 0.08933
H -3.35558 0.25975 -3.68760
H 2.46853 1.02883 -0.49932
H 2.38173 1.46403 1.96667
H -2.59365 0.82831 -1.24272
H 1.15782 -2.06332 1.36561
H -2.15044 0.02302 -4.95573
H 1.72333 -0.37545 4.60188
H 1.97307 -0.21486 -2.40410
H 0.12602 -0.33105 -4.18490
H -0.15389 -2.32975 2.46674
H -0.99093 0.74385 0.42720
H 0.86173 2.09027 1.30568
H -0.56443 -1.57560 0.99592
H 0.93568 0.99912 5.04184
H 2.14591 -0.49857 0.17466
H 0.00913 -0.50631 4.87115
*
```

Summary:
Structure (SMILES) ... C[Si](C)(Cl)CCc1ccc(CCl)cc1
HOMO-LUMO gap ... 9.50 eV
ΔE to the lowest compared entry with this formula, charge and spin ... 18.5 kcal/mol
Maximum force ... 3.32 eV Å⁻¹
LUMO ... 0.023 Ha

These are the natural (NBO) partial charges, in e, on atoms 1 to 6: -0.42, -0.07, 1.61, -0.07, -0.38, -1.11

=====

# 5
Below is a structure of composition C11H16F6K3N3O21S6, with properties calculated with ωB97M-V/def2-TZVPD.

ORCA input file:
```
! wB97M-V def2-TZVPD RIJCOSX def2/J DEFGRID3
* xyz 0 1
K 3.92754 0.32603 2.66154
K 0.95569 0.77776 -4.84609
K 2.88778 -1.27428 -3.29518
S 2.22715 -2.99189 4.63348
S 2.40551 -3.09666 2.28006
S 1.83663 1.26143 -0.81633
S -0.10327 1.59247 3.20511
S 0.02378 -0.16582 -1.04045
S 0.21929 1.77949 5.64482
F 2.72948 -2.01533 5.79657
F 3.14399 1.96870 -1.47751
F -0.03090 -1.55922 -1.82415
F 3.24164 -2.53732 0.97227
F -0.49687 2.67512 6.81886
F -0.60128 2.44683 1.97087
O 1.90632 -3.68788 -1.50902
O -1.10901 5.99678 -0.86556
O 2.57305 0.61664 0.22975
O 2.84738 -4.52710 2.20147
O 1.61273 2.11342 5.82922
O -2.28253 7.91610 -0.53609
O 1.32980 1.55747 2.88420
O -0.97366 0.41680 3.06643
O 2.71929 -4.27396 5.14785
O -6.04661 2.19462 -4.58457
O -0.40571 7.53109 0.62140
O 1.00306 -2.82077 1.96545
O 0.10914 -0.62949 0.34786
O -5.94918 1.51967 -2.30013
O 1.54338 -5.54125 -2.68389
O 1.04894 2.43762 -0.50579
O 0.76630 -2.87114 4.58312
O -0.13189 0.48754 6.02402
O -4.33622 2.71812 -3.30221
O -1.28311 0.36053 -1.47518
O 1.49370 -5.71340 -0.45961
N 1.35008 0.44004 -1.99221
N -0.45502 2.57717 4.25248
N 3.12540 -2.23640 3.32172
C -3.01513 3.39017 -1.63442
C 1.40361 -7.81893 -3.48609
C 0.12853 5.47552 -0.35751
C 1.27238 -7.01983 -1.02422
C -4.89071 1.59099 -1.37799
C 1.71198 -4.82296 -1.51310
C -1.32837 7.20159 -0.22835
C 0.89606 -6.78417 -2.41371
C -5.48300 2.06622 -3.53976
C -3.71082 2.19072 -2.22926
C 0.69586 6.67262 0.43135
H -5.19998 2.18691 -0.51932
H -3.58889 4.31693 -1.64000
H -2.95566 1.44337 -2.47277
H 0.77928 5.10531 -1.14970
H 1.13713 6.27147 1.34374
H -0.18516 -6.88997 -2.50235
H -2.71774 3.34323 -0.58683
H 0.46021 -7.56900 -0.54788
H 2.19262 -7.60380 -1.00859
H -2.08989 3.49767 -2.20052
H 2.49089 -7.85478 -3.41800
H 1.16141 -7.59383 -4.52472
H 1.48757 7.18674 -0.11362
H 1.03659 -8.81179 -3.22605
H 0.08611 4.47509 0.07312
H -4.59666 0.58524 -1.07781
*
```

Summary:
HOMO-LUMO gap ... 4.61 eV
Maximum force ... 9.88 eV Å⁻¹
LUMO ... -0.141 Ha

These are the Mulliken partial charges, in e, on atoms 1 to 6: 1.00, 0.97, 0.99, 1.06, 1.11, 0.49

=====

# 6
Below is a structure of composition C11H16F9N4O6RuS3, with properties calculated with ωB97M-V/def2-TZVPD.

ORCA input file:
```
! wB97M-V def2-TZVPD RIJCOSX def2/J DEFGRID3
* xyz 0 2
Ru -0.08386 0.15893 0.03820
S 0.42859 -1.91254 2.58981
S -3.07382 -2.99313 -1.01225
S 2.44372 -0.01366 2.01346
F 3.51299 -3.20213 -1.09197
F 3.52727 2.16647 2.91596
F -1.54978 -2.12910 4.25986
F 3.83636 0.43450 4.17895
F 2.76498 -2.34219 -2.93391
F -0.26715 -0.43229 4.66441
F 0.40648 -2.43074 5.14384
F 4.14429 -1.22400 -1.69492
F 1.90702 1.41704 4.14063
O 1.22990 -2.12166 -0.15333
O 1.63977 -0.25192 -1.22136
O 1.47319 0.87408 1.32985
O 3.62052 -0.33351 1.28262
O 0.49278 -3.31396 2.40872
O -0.50180 -1.12396 1.76139
N -1.56726 -0.66220 -1.02394
N -1.47370 1.43646 1.06694
N -0.12186 1.69585 -1.41834
N 1.80804 -1.19783 2.78624
C -1.55318 2.69921 0.28670
C -1.39821 2.41145 -1.18101
C -1.07343 1.78211 2.45067
C 1.03496 2.60358 -1.22631
C -2.82428 0.81573 1.14097
C 2.96606 1.06646 3.40949
C -0.11658 1.23775 -2.82954
C -0.28835 -1.71211 4.27612
C 1.90255 -1.46134 -0.93253
C 3.11392 -2.07346 -1.66148
C -2.19682 -1.66922 -1.03183
H -3.47133 1.46340 1.73779
H -0.22025 2.11238 -3.47770
H -2.19702 1.76236 -1.53606
H -0.09259 2.24440 2.44997
H 0.81864 0.73148 -3.03761
H -0.75951 3.35710 0.63660
H -2.74398 -0.16072 1.61099
H 1.10608 2.92442 -0.19101
H -0.94503 0.55416 -2.98499
H -1.41558 3.33913 -1.76144
H -1.04664 0.88264 3.05302
H -1.80699 2.47649 2.86969
H 1.94227 2.06188 -1.47405
H -2.50574 3.19628 0.48900
H 0.92880 3.47431 -1.87902
H -3.23521 0.69003 0.14521
*
```

Summary:
Expectation value of S² ... 0.76
HOMO-LUMO gap (spin up / spin down) ... 8.23 / 6.88 eV
ΔE to the lowest compared entry with this formula, charge and spin ... 13.7 kcal/mol
Maximum force ... 0.73 eV Å⁻¹
LUMO (spin up / spin down) ... -0.012 / -0.062 Ha

These are the natural (NBO) partial charges, in e, on atoms 1 to 6: 1.13, 2.30, -0.08, 2.28, -0.30, -0.30

=====

no.,electronic energy (eV)
1,-97735.2479
2,-36666.4406
3,-50619.6722
4,-44590.5641
5,-189419.0536
6,-89457.0934